one | {"formula": "C3H7O2P", "method": "wB97M-V/def2-TZVPD", "orbital_gap_ev": 7.7, "symbols": ["P", "O", "O", "C", "C", "C", "H", "H", "H", "H", "H", "H", "H"], "coordinates": [[1.666, -0.339, -0.250], [-0.130, 0.398, 0.700], [1.981, 1.330, -0.488], [2.500, -1.560, 0.380], [-2.054, 0.088, -0.515], [-1.307, 0.035, 0.714], [2.996, -1.502, 1.343], [-2.168, -0.942, -1.131], [-1.790, -0.399, 1.551], [-1.506, 0.860, -1.118], [-3.103, 0.473, -0.278], [0.821, -0.221, -1.268], [2.094, 1.779, 0.360]]}

two | {"formula": "C3H7O2P", "method": "wB97M-V/def2-TZVPD", "orbital_gap_ev": 9.1, "symbols": ["P", "O", "O", "C", "C", "C", "H", "H", "H", "H", "H", "H", "H"], "coordinates": [[-1.679, 1.115, -0.678], [1.176, 0.333, -0.766], [0.978, 1.826, 0.974], [-2.124, -0.374, 0.277], [0.633, 1.180, 0.038], [2.512, -0.098, -0.727], [-1.458, -0.210, 1.210], [-3.299, -0.312, 0.511], [2.954, 0.216, 0.365], [3.067, 0.280, -1.625], [-1.835, 1.875, 0.567], [2.487, -1.288, -0.710], [-1.801, -1.297, -0.083]]}

Relative energies, eV: one 1.857; two 0.000.